{"formula": "C24H20Br2MnN4O8", "method": "ωB97M-V with the def2-TZVPD basis set", "e_above_lowest_kj_mol": 0.0, "orbital_gap_ev": [7.41, 7.49], "e_homo_ha": [-0.30280, -0.30899], "multiplicity": 6, "species": ["Mn", "Br", "Br", "C", "C", "C", "C", "C", "C", "N", "O", "O", "H", "H", "H", "H", "H", "C", "C", "C", "C", "C", "C", "N", "O", "O", "H", "H", "H", "H", "H", "C", "C", "C", "C", "C", "C", "N", "O", "O", "H", "H", "H", "H", "H", "C", "C", "C", "C", "C", "C", "N", "O", "O", "H", "H", "H", "H", "H"], "xyz": [[-0.152, 0.131, -0.118], [2.335, -0.644, -0.260], [-2.488, 0.817, 0.488], [0.131, 0.519, 6.770], [-0.667, 0.978, 5.736], [-0.602, 0.391, 4.481], [0.295, -0.639, 4.285], [1.066, -1.148, 5.316], [1.024, -0.531, 6.550], [0.320, -1.293, 2.976], [0.706, -2.435, 2.893], [-0.090, -0.619, 2.042], [0.059, 0.892, 7.784], [-1.343, 1.813, 5.865], [-1.240, 0.767, 3.691], [1.764, -1.950, 5.111], [1.585, -0.959, 7.370], [4.134, 5.331, -1.504], [3.788, 4.066, -1.974], [2.664, 3.422, -1.480], [1.875, 4.110, -0.571], [2.177, 5.381, -0.129], [3.313, 6.013, -0.617], [0.649, 3.463, -0.113], [0.575, 2.260, -0.327], [-0.202, 4.133, 0.414], [5.046, 5.791, -1.867], [4.367, 3.561, -2.735], [2.455, 2.401, -1.771], [1.484, 5.855, 0.554], [3.584, 6.992, -0.249], [-4.451, 0.604, -5.207], [-4.232, 0.088, -3.929], [-3.001, 0.240, -3.315], [-1.945, 0.740, -4.052], [-2.125, 1.231, -5.330], [-3.379, 1.147, -5.909], [-0.657, 0.874, -3.410], [-0.629, 0.586, -2.221], [0.289, 1.258, -4.056], [-5.416, 0.478, -5.677], [-5.056, -0.356, -3.387], [-2.931, 0.029, -2.252], [-1.303, 1.608, -5.921], [-3.557, 1.616, -6.869], [1.029, -6.467, 0.502], [1.601, -5.341, -0.070], [0.830, -4.210, -0.281], [-0.490, -4.225, 0.114], [-1.102, -5.348, 0.634], [-0.311, -6.457, 0.871], [-1.282, -3.032, -0.144], [-0.677, -2.051, -0.565], [-2.464, -3.065, 0.076], [1.590, -7.385, 0.624], [2.656, -5.342, -0.309], [1.276, -3.327, -0.717], [-2.147, -5.398, 0.899], [-0.729, -7.363, 1.289]]}